20
Properties=species:S:1:pos:R:3:mulliken_charge:R:1 method="wB97M-V/def2-TZVPD" max_force_ev_per_a=1.82 de_lowest_kj_mol=68.5 e_tot_ha=-290.5491 orbital_gap_ev=12.95 homo_energy_ev=-16.03 charge=+1
O 0.9202 -1.0062 2.6644 -0.6064
N -0.3222 -0.0260 0.4857 -0.2339
C -0.2966 -0.1422 -0.9957 0.4336
C 0.1559 1.1693 -1.6325 -1.4030
C -1.2377 0.9740 1.0775 -0.9655
C 0.5060 -1.3370 -1.5126 -1.3935
H 0.1411 -1.6436 -2.4772 0.3882
H 1.3642 -1.7888 3.0304 0.3091
H -1.0808 1.9745 0.6880 0.3848
H -2.2358 0.5641 1.0777 0.3884
H 0.6097 -2.1216 -0.7610 0.3578
H -0.9270 1.1850 2.1016 0.3453
H 1.5389 -1.0310 -1.7131 0.3850
H 1.4556 -0.2960 3.0558 0.3195
H 0.6443 0.1023 0.7934 0.5119
H -0.5328 -0.9190 0.9344 0.3860
H 0.5497 1.0585 -2.6372 0.3969
H -1.3247 -0.3001 -1.3202 0.2614
H 0.7807 1.7861 -0.9860 0.3309
H -0.7088 1.7977 -1.8731 0.4035

20
Properties=species:S:1:pos:R:3:mulliken_charge:R:1 method="wB97M-V/def2-TZVPD" max_force_ev_per_a=3.11 de_lowest_kj_mol=797.3 e_tot_ha=-290.2715 orbital_gap_ev=5.09 homo_energy_ev=-15.37 charge=+1
O 2.0041 0.1430 0.8237 -0.4727
N 0.1246 1.3497 1.7643 -0.3728
C 0.6147 -2.0910 -0.6237 -1.1595
C -1.5554 1.1767 -0.7698 -0.9176
C -0.5008 -1.0696 -0.2759 -0.1419
C -0.3899 0.2261 -1.1053 -0.3462
H -0.4119 -0.0168 -2.1386 0.5248
H 1.5875 -1.6621 -0.4721 0.2519
H 0.2576 2.3367 1.6428 0.3720
H 0.5009 -2.4573 -1.6879 0.3359
H 0.5300 -2.9613 -0.0083 0.3795
H 1.1369 0.7816 1.3476 0.2292
H -0.0779 1.0921 2.7341 0.3106
H 0.5753 0.6860 -0.8548 0.2183
H -1.3859 2.2047 -1.2207 0.3337
H -1.4826 1.3737 0.3550 0.2153
H -0.2669 -0.7597 0.7248 0.1384
H -1.5471 -1.4953 -0.3417 0.4451
H -2.5597 0.8041 -1.0697 0.3584
H 2.8463 0.3387 1.1760 0.2976

20
Properties=species:S:1:pos:R:3:mulliken_charge:R:1 method="wB97M-V/def2-TZVPD" max_force_ev_per_a=2.74 de_lowest_kj_mol=429.4 e_tot_ha=-290.4117 orbital_gap_ev=6.64 homo_energy_ev=-14.22 charge=+1
O 3.0453 1.0171 -1.4038 -0.6234
N 2.8518 -0.8838 1.0437 -0.6579
C 0.0096 -0.1969 0.5877 -0.5809
C -2.2234 1.2160 -0.8788 -0.9473
C -2.2004 0.0493 0.1242 -0.5567
C -0.9841 -0.9683 -0.0330 -0.2454
H 1.9242 -0.5549 1.2959 0.1918
H 2.9353 0.1809 -0.9301 0.3626
H 2.7297 -1.8635 0.7871 0.2817
H 2.1630 1.4154 -1.4666 0.3030
H -1.2067 1.5241 -1.1077 0.2521
H 0.2760 0.7305 0.0847 0.3635
H -2.2201 0.4475 1.1356 0.4380
H -2.7881 2.0576 -0.4940 0.3360
H 0.0978 -0.3110 1.6654 0.4184
H 3.3212 -0.9818 1.9530 0.3044
H -3.0442 -0.6234 0.0427 0.3560
H -1.2128 -1.9122 0.4706 0.3065
H -2.6734 0.8900 -1.8113 0.3436
H -0.8008 -1.2325 -1.0654 0.3538

21
Properties=species:S:1:pos:R:3:lowdin_spin:R:1 method="wB97M-V/def2-TZVPD" max_force_ev_per_a=3.83 de_lowest_kj_mol=254.8 e_tot_ha=-365.8560 orbital_gap_ev="3.22 / 11.66" homo_energy_ev="-2.68 / -11.19" charge=0 spin_multiplicity=2
O -1.9020 2.2828 3.7041 0.0315
O -0.2524 1.6566 1.4527 0.0891
N 0.9436 -0.2262 -0.3405 0.1170
C 0.8941 -2.1398 -1.8668 0.0544
C -0.4844 -1.3651 -2.0852 0.0315
C 1.7697 -1.0488 -1.2762 0.1349
C -0.4904 -0.2446 -1.0723 0.1205
H -0.6489 0.7372 -1.5273 0.0312
H 0.1064 2.5149 1.6338 0.0242
H 1.6942 -2.5604 -2.7428 0.0199
H -1.3684 2.3734 4.4726 0.0042
H -1.2367 -2.0731 -1.8638 0.0064
H -2.8250 2.4092 3.9427 0.0026
H 0.7278 -0.6806 0.5333 0.1029
H 1.2492 0.7260 0.0159 0.1055
H -1.1226 -0.3122 -0.1451 0.0310
H 0.7520 -3.0997 -1.4896 0.0120
H 2.1614 -0.4122 -2.1826 0.0295
H -0.5429 -1.0308 -3.0743 0.0052
H -0.9899 1.6633 2.0422 0.0091
H 2.5392 -1.3960 -0.6830 0.0373